(1)
92
Properties=species:S:1:pos:R:3 method="wB97M-V/def2-TZVPD" e_tot_ev=-140570.2841 charge=-1 homo_lumo_gap_ha=0.2066 fmax_ev_per_a=0.3 homo_energy_ev=-4.102 molar_mass_g_mol=640.8
C 2.812 -1.211 0.763
C 2.016 -0.909 2.042
C 1.442 0.532 2.182
C 1.618 1.451 0.963
C 0.626 1.184 -0.195
C -0.559 2.158 -0.218
C -1.379 2.212 1.082
C -2.649 3.063 0.942
C -3.822 2.349 0.253
C -4.780 1.669 1.241
C -4.123 0.519 2.013
C -5.085 -0.420 2.751
C -4.353 -1.699 3.224
Ga -4.405 -3.222 1.890
S -3.872 -5.204 3.038
C -3.006 -3.139 0.404
O -2.578 -1.807 0.012
C -2.622 -1.509 -1.351
C -6.334 -3.489 1.238
S -6.626 -4.113 -0.448
C -6.120 -2.751 -1.558
C -6.089 -1.352 -0.938
H 3.649 -0.514 0.615
H 2.167 -1.172 -0.123
H 3.252 -2.214 0.815
H 2.656 -1.124 2.910
H 1.185 -1.625 2.103
H 1.912 1.014 3.053
H 0.372 0.464 2.417
H 2.648 1.397 0.596
H 1.465 2.496 1.283
H 1.158 1.275 -1.154
H 0.257 0.149 -0.143
H -1.237 1.875 -1.039
H -0.175 3.166 -0.450
H -0.758 2.631 1.892
H -1.635 1.186 1.387
H -2.981 3.397 1.939
H -2.390 3.976 0.378
H -4.380 3.077 -0.354
H -3.433 1.589 -0.446
H -5.136 2.436 1.947
H -5.654 1.281 0.700
H -3.533 -0.092 1.306
H -3.401 0.918 2.747
H -5.537 0.116 3.605
H -5.913 -0.670 2.073
H -4.803 -2.073 4.159
H -3.317 -1.428 3.475
H -4.167 -4.773 4.273
H -2.107 -3.670 0.763
H -3.359 -3.683 -0.487
H -3.551 -0.987 -1.631
H -1.777 -0.848 -1.600
H -2.536 -2.415 -1.968
H -6.759 -4.290 1.857
H -6.973 -2.608 1.403
H -5.136 -2.995 -1.975
H -6.841 -2.767 -2.383
H -5.900 -0.602 -1.718
H -5.296 -1.261 -0.186
H -7.047 -1.108 -0.463
C 7.195 -3.008 -1.700
S 5.446 -3.127 -1.324
O 5.344 -3.548 0.099
C 5.132 -4.591 -2.316
H 7.579 -2.153 -1.145
H 7.706 -3.915 -1.377
H 7.312 -2.834 -2.770
H 5.765 -5.402 -1.958
H 5.336 -4.365 -3.363
H 4.084 -4.850 -2.187
C 8.202 0.489 -5.953
S 7.613 -0.166 -4.388
O 7.163 -1.558 -4.667
C 6.129 0.839 -4.291
H 9.106 -0.057 -6.213
H 7.438 0.331 -6.714
H 8.429 1.549 -5.841
H 5.514 0.652 -5.170
H 6.406 1.891 -4.221
H 5.594 0.538 -3.392
C 3.498 6.054 2.294
S 2.498 5.434 0.933
O 2.625 6.427 -0.167
C 0.906 5.718 1.713
H 4.538 5.989 1.984
H 3.229 7.091 2.491
H 3.335 5.432 3.175
H 0.810 6.776 1.958
H 0.824 5.097 2.606
H 0.139 5.426 0.998

---

(2)
14
Properties=species:S:1:pos:R:3 method="wB97M-V/def2-TZVPD" e_tot_ev=-8729.1418 charge=0 relative_energy_kcal_mol=58.5 homo_lumo_gap_ha=0.3499 fmax_ev_per_a=3.7 homo_energy_ev=-8.690 molar_mass_g_mol=97.1 smiles="C=NN(C)CC#N"
C 0.006 1.209 0.072
C -1.118 -1.132 0.078
C -2.422 -0.389 0.002
C 2.244 -0.160 -0.084
H 0.607 1.587 -0.757
H -1.002 1.534 -0.101
H 0.467 1.484 1.031
H -0.922 -1.670 0.986
H -1.105 -1.879 -0.697
H 2.346 0.942 -0.168
H 3.212 -0.777 0.008
N -0.044 -0.207 -0.101
N -3.376 0.248 -0.155
N 1.108 -0.789 -0.114

---

(3)
69
Properties=species:S:1:pos:R:3 method="wB97M-V/def2-TZVPD" e_tot_ev=-180541.6254 charge=+2 relative_energy_kcal_mol=4.0 homo_lumo_gap_ha="0.2827 / 0.2898" fmax_ev_per_a=2.9 homo_energy_ev="-13.561 / -13.562" spin_multiplicity=6 molar_mass_g_mol=875.5
Sm -0.235 -0.411 0.901
O -2.339 0.756 4.169
Cl -1.558 0.443 3.047
O -0.648 1.490 2.591
O -2.368 0.112 1.840
O -0.696 -0.740 3.231
N 2.797 -2.537 -1.841
C 3.175 -3.335 -0.765
C 4.167 -4.302 -0.637
C 4.265 -4.914 0.594
C 3.403 -4.580 1.656
C 2.424 -3.622 1.510
C 2.316 -2.989 0.271
N 1.445 -1.988 -0.175
C 1.772 -1.765 -1.426
C 1.072 -0.789 -2.266
C 1.460 -0.305 -3.473
S 0.279 0.769 -4.061
C -0.642 0.527 -2.659
N -0.130 -0.306 -1.794
H 3.178 -2.573 -2.772
H 4.827 -4.562 -1.453
H 5.020 -5.673 0.747
H 3.510 -5.092 2.603
H 1.761 -3.382 2.330
H 2.357 -0.515 -4.033
H -1.566 1.066 -2.500
C -4.833 4.895 -2.539
C -3.519 4.439 -1.969
C -2.328 5.061 -2.343
C -1.110 4.658 -1.816
C -1.089 3.625 -0.888
C -2.256 2.989 -0.492
C -3.462 3.398 -1.040
S 0.476 3.168 -0.219
C 0.383 4.014 1.340
O 0.421 1.670 0.080
H -4.802 4.915 -3.629
H -5.071 5.905 -2.202
H -5.646 4.239 -2.232
H -2.353 5.869 -3.064
H -0.193 5.141 -2.133
H -2.242 2.208 0.259
H -4.382 2.920 -0.725
H -0.592 3.866 1.794
H 0.562 5.067 1.115
H 1.183 3.628 1.972
Br 6.534 -0.512 3.092
C 4.743 -0.325 2.612
C 4.401 0.329 1.435
C 3.066 0.433 1.109
N 2.082 -0.069 1.872
C 2.435 -0.676 3.010
C 3.746 -0.831 3.424
H 5.156 0.752 0.789
H 2.763 0.935 0.199
H 1.631 -1.060 3.624
H 3.972 -1.335 4.352
S -1.054 -3.275 1.577
C -2.322 -2.896 0.571
N -3.418 -3.710 0.450
C -4.478 -3.432 -0.335
C -4.483 -2.285 -1.065
C -3.353 -1.470 -0.933
N -2.321 -1.754 -0.169
H -3.409 -4.556 1.007
H -5.279 -4.157 -0.335
H -5.311 -2.023 -1.704
H -3.295 -0.539 -1.487

---

(4)
61
Properties=species:S:1:pos:R:3 method="wB97M-V/def2-TZVPD" e_tot_ev=-121030.4761 charge=-2 relative_energy_kcal_mol=0.0 homo_lumo_gap_ha=0.2077 fmax_ev_per_a=4.3 homo_energy_ev=-0.922 molar_mass_g_mol=598.3
C 4.188 -0.671 2.141
C 3.298 0.529 1.952
O 1.944 0.121 2.185
C 1.055 1.155 2.154
C -0.311 0.645 2.332
C -1.379 1.571 2.097
O -1.303 2.543 1.340
C -2.745 1.289 2.809
C -3.650 0.421 1.955
C -3.294 -1.072 1.897
C -1.954 -1.428 1.205
C -0.820 -1.796 2.161
C -0.478 -0.611 3.095
O 1.420 2.308 2.090
H 5.229 -0.429 1.912
H 4.152 -0.995 3.186
H 3.874 -1.503 1.499
H 3.524 1.330 2.658
H 3.341 0.917 0.929
H -2.578 0.865 3.811
H -3.217 2.274 2.948
H -4.669 0.520 2.350
H -3.676 0.830 0.936
H -3.314 -1.503 2.907
H -4.088 -1.572 1.323
H -2.116 -2.275 0.520
H -1.625 -0.583 0.582
H -1.063 -2.682 2.769
H 0.081 -2.033 1.574
H 0.456 -0.816 3.638
H -1.271 -0.487 3.846
O -2.298 -2.746 -4.318
C -1.611 -1.833 -4.492
Co -0.580 -0.429 -4.658
C 0.762 -1.346 -5.364
O 1.602 -1.988 -5.851
C -1.325 0.388 -6.013
O -1.872 0.893 -6.904
C -0.237 0.195 -2.720
C 0.666 -0.508 -1.924
C 0.671 -1.577 -1.085
C 1.697 -2.615 -1.181
C 1.347 -3.985 -1.037
C 2.305 -4.978 -1.116
C 3.646 -4.666 -1.364
C 4.000 -3.329 -1.578
C 3.044 -2.319 -1.513
Co 1.446 0.726 -3.049
C 1.084 1.744 -4.502
O 1.094 2.535 -5.352
C 2.177 1.896 -1.914
O 2.677 2.607 -1.149
C 2.924 0.038 -3.847
O 3.902 -0.250 -4.398
H -1.080 0.745 -2.266
H -0.228 -1.809 -0.497
H 0.289 -4.235 -0.905
H 2.001 -6.014 -1.005
H 4.396 -5.451 -1.430
H 5.029 -3.064 -1.810
H 3.302 -1.274 -1.713

---

(5)
15
Properties=species:S:1:pos:R:3 method="wB97M-V/def2-TZVPD" e_tot_ev=-13468.6870 charge=0 relative_energy_kcal_mol=87.6 homo_lumo_gap_ha=0.3704 fmax_ev_per_a=3.5 homo_energy_ev=-9.722 molar_mass_g_mol=130.1 smiles="C=C(O)C(=O)C(=O)OC"
C 0.548 -2.078 -0.621
C 0.308 0.527 1.099
C -0.542 -0.772 1.387
C -0.232 1.255 -0.090
C 0.391 2.344 -0.538
O 0.718 -1.301 0.558
O -1.551 1.022 -0.301
O 1.052 0.974 1.935
O -1.523 -1.338 1.652
H -1.879 0.491 -1.034
H 0.837 -1.504 -1.505
H 1.199 -2.946 -0.527
H -0.495 -2.384 -0.727
H 1.200 2.761 0.037
H -0.031 2.950 -1.324

---

(6)
42
Properties=species:S:1:pos:R:3 method="wB97M-V/def2-TZVPD" e_tot_ev=-29113.2411 charge=0 relative_energy_kcal_mol=194.0 homo_lumo_gap_ha=0.2662 fmax_ev_per_a=8.7 homo_energy_ev=-7.870 molar_mass_g_mol=252.2
H 0.348 -0.536 0.160
H 0.169 0.962 -0.025
H 5.387 0.369 1.264
H 4.667 -0.710 2.056
H -1.275 0.586 3.338
H 0.015 1.297 3.712
H 2.012 0.479 1.720
H 3.305 1.226 1.437
H 0.216 5.465 -1.031
H 0.053 3.996 -0.680
H -3.440 0.222 1.191
H -4.721 0.888 1.665
H 3.302 -2.109 -3.860
H 3.587 -0.843 -3.068
H 2.289 -2.543 -1.176
H 1.413 -1.302 -1.225
H -3.866 -0.690 -0.718
H -5.211 -1.243 -1.161
H -1.511 -2.610 2.643
H -1.205 -1.441 1.722
H 1.453 2.276 -1.668
H 0.244 1.361 -1.771
H 0.878 -2.223 0.843
H 1.805 -3.406 1.067
H -2.086 2.659 -1.387
H -3.497 3.061 -1.786
H -3.101 -2.958 -0.353
H -3.450 -3.149 -1.820
O 0.842 0.292 0.141
O 4.520 0.133 1.611
O -0.910 1.213 3.972
O 2.518 1.252 1.994
O 0.666 4.615 -1.091
O -4.354 0.029 1.428
O 3.952 -1.712 -3.269
O 2.299 -1.597 -0.989
O -4.304 -1.121 -1.461
O -0.975 -2.363 1.881
O 0.490 2.281 -1.620
O 1.505 -2.795 0.385
O -2.835 2.375 -1.924
O -3.138 -2.487 -1.193

---

(7)
22
Properties=species:S:1:pos:R:3 method="wB97M-V/def2-TZVPD" e_tot_ev=-8400.2873 charge=+1 relative_energy_kcal_mol=55.1 homo_lumo_gap_ha=0.3421 fmax_ev_per_a=4.9 homo_energy_ev=-12.871 molar_mass_g_mol=103.2 smiles=CNCC[C@@H](C)[NH3+]
C 1.504 -0.504 1.710
C 0.374 0.317 1.126
C 0.553 0.595 -0.364
C -0.832 0.428 -1.079
C -0.992 -1.782 -2.233
N -1.216 -0.944 -0.916
N 0.161 1.646 1.702
H 1.495 -1.555 1.519
H 1.569 -0.372 2.882
H 2.433 -0.195 1.306
H -0.585 -0.196 1.366
H 1.155 -0.191 -0.727
H 0.966 1.778 -0.623
H -1.675 1.100 -0.826
H -0.655 0.770 -2.099
H -1.256 -1.256 -3.168
H 0.105 -2.020 -2.276
H -1.462 -2.763 -2.021
H -2.200 -0.990 -0.787
H -0.370 2.286 0.969
H 1.107 2.171 1.903
H -0.181 1.679 2.634

---

(8)
16
Properties=species:S:1:pos:R:3 method="wB97M-V/def2-TZVPD" e_tot_ev=-4341.7229 charge=0 relative_energy_kcal_mol=18.6 homo_lumo_gap_ha=0.4521 fmax_ev_per_a=2.2 homo_energy_ev=-11.143 molar_mass_g_mol=60.1 smiles=CC.CC
C 1.635 -0.104 -1.035
C 1.096 0.179 -2.455
H 1.071 0.492 -0.354
H 1.502 -1.197 -0.862
H 2.702 -0.066 -0.872
H 0.181 -0.366 -2.706
H 1.941 -0.127 -3.076
H 1.005 1.289 -2.574
C -1.136 0.430 1.163
C -1.643 -0.455 2.319
H -1.440 1.472 1.248
H -0.030 0.511 1.107
H -1.467 -0.141 0.276
H -2.061 0.037 3.168
H -2.254 -1.267 1.925
H -0.765 -1.028 2.600

---

(9)
8
Properties=species:S:1:pos:R:3 method="wB97M-V/def2-TZVPD" e_tot_ev=-6695.1267 charge=0 relative_energy_kcal_mol=31.5 homo_lumo_gap_ha=0.4506 fmax_ev_per_a=1.6 homo_energy_ev=-11.438 molar_mass_g_mol=69.1 smiles=N#C[C@@H]1CO1
C -1.117 0.025 0.158
C 0.298 -0.188 0.568
C 1.316 0.658 -0.038
H 0.398 -0.631 1.544
H 2.224 0.940 0.492
H 0.957 1.388 -0.797
N -2.204 0.116 -0.230
O 1.109 -0.685 -0.469

---

(10)
16
Properties=species:S:1:pos:R:3 method="wB97M-V/def2-TZVPD" e_tot_ev=-7854.9202 charge=0 relative_energy_kcal_mol=74.7 homo_lumo_gap_ha=0.3801 fmax_ev_per_a=0.7 homo_energy_ev=-9.330 molar_mass_g_mol=95.1 smiles=CC#CC[C@H]1CN1
C -1.153 3.079 0.524
C -0.894 1.879 -0.264
C -0.374 0.909 -0.754
C 0.646 -0.140 -0.844
C 0.377 -1.242 0.162
C 0.128 -2.632 -0.268
N 1.426 -2.243 0.283
H -2.076 3.602 0.269
H -0.300 3.750 0.373
H -1.171 2.803 1.584
H 1.571 0.373 -0.555
H 0.806 -0.561 -1.840
H -0.108 -0.907 1.081
H 0.144 -2.867 -1.331
H -0.531 -3.255 0.331
H 1.508 -2.547 1.248

---

(11)
22
Properties=species:S:1:pos:R:3 method="wB97M-V/def2-TZVPD" e_tot_ev=-22264.8987 charge=0 homo_lumo_gap_ha="0.3338 / 0.2037" fmax_ev_per_a=7.7 homo_energy_ev="-8.395 / -8.390" spin_multiplicity=2 molar_mass_g_mol=153.2
C 0.081 0.786 -0.816
N -0.122 2.006 0.034
C -0.634 -0.365 -0.162
C -2.237 -0.254 -0.433
S -3.067 1.428 -0.208
N -0.155 -1.747 -0.430
C 1.294 -2.158 0.055
O 2.157 -1.161 0.169
H -0.562 1.079 -1.712
H 1.076 0.568 -1.103
H 0.566 2.012 0.852
H 0.043 2.918 -0.295
H -0.498 -0.393 0.974
H -2.339 -0.489 -1.449
H -2.700 -1.077 0.218
H -2.073 2.048 0.525
H -0.024 -1.934 -1.430
H 0.910 -2.429 1.063
H 1.677 -3.073 -0.397
H 2.766 0.904 1.915
H 1.861 0.252 1.025
O 1.981 1.077 1.607